Entry P
2 unconnected molecules or ions with the total composition C4H9N. Source: OMol25; level of theory: ωB97M-V/def2-TZVPD.

Element x y z (Å)
C: 0.62252 1.60363 1.28805
N: -0.08007 1.27483 0.30898
C: -1.45946 0.91498 0.50056
H: 1.65679 1.88757 0.88026
H: 0.55136 1.57649 2.34236
H: -1.45244 -0.00479 0.89197
H: -1.84700 0.84629 -0.63680
H: -2.20524 1.55214 0.94906
C: 0.29631 -1.94190 -1.58265
C: 1.15691 -1.31616 -0.77241
H: 0.11592 -2.98697 -1.55705
H: -0.13802 -1.30416 -2.28040
H: 1.78962 -1.84367 0.00093
H: 0.99280 -0.25830 -0.33283

As for the molar mass: 71.1 g mol⁻¹. The SMILES is C=NC.C=C.



Entry Q
C4H9N in the gas phase. Source: OMol25; level of theory: ωB97M-V/def2-TZVPD.

Element x y z (Å)
C: -0.97167 -1.57920 0.14042
C: 0.06491 -0.53586 0.58247
N: 1.23146 -0.45763 -0.32505
C: 0.14055 0.53391 -0.44320
C: 0.54054 1.97196 -0.00236
H: -0.83048 -2.60663 0.61938
H: -0.95229 -1.84962 -0.98657
H: -1.95820 -1.27878 0.47142
H: 0.22146 -0.46705 1.66713
H: 1.19584 -1.19934 -0.98239
H: -0.53651 0.52913 -1.31254
H: -0.41902 2.45160 0.37061
H: 1.08026 2.53959 -0.71020
H: 1.19315 1.94792 0.91088

As for the molar mass: 71.1 g mol⁻¹. The SMILES is C[C@H]1N[C@@H]1C.



Entry R
2 unconnected molecules or ions with the total composition C4H9N. Source: OMol25; level of theory: ωB97M-V/def2-TZVPD.

Element x y z (Å)
C: 3.70061 1.75096 -1.10396
C: 4.41034 2.84388 -0.75307
N: 4.59681 3.51662 0.47682
H: 2.93366 1.39253 -0.32845
H: 4.14184 1.24368 -1.97341
H: 5.24412 3.00807 -1.64075
H: 4.96977 4.43137 0.55277
H: 4.04859 3.18752 1.17849
C: -5.79145 -4.27105 0.59185
C: -5.85072 -2.94763 0.56113
H: -5.37856 -4.68253 1.53675
H: -5.60141 -4.89901 -0.29706
H: -4.96545 -2.34231 1.15064
H: -6.45815 -2.23210 0.04825

As for the molar mass: 71.1 g mol⁻¹. The SMILES is C=CN.C=C.



Entry S
C4H9N in the gas phase. Source: OMol25; level of theory: ωB97M-V/def2-TZVPD.

Element x y z (Å)
C: 1.39652 -0.38461 -2.10540
C: 0.62099 -0.02476 -1.08198
N: -0.14921 -0.84510 -0.28428
C: -0.97205 -0.41260 0.84735
C: -0.62294 0.95781 1.42804
H: 2.11268 0.34958 -2.42289
H: 1.40228 -1.40465 -2.46678
H: 0.59013 1.02692 -0.80363
H: 0.32609 -1.70586 -0.06820
H: -0.91806 -1.21175 1.57967
H: -1.99794 -0.32083 0.48458
H: 0.35927 1.35740 1.21254
H: -0.76588 0.95355 2.50376
H: -1.38188 1.66491 1.17723

As for the molar mass: 71.1 g mol⁻¹. The SMILES is C=CNCC.



Short version: entry S is the most stable of them.



Entry P
2 unconnected molecules or ions with the total composition C4H9N. Source: OMol25; level of theory: ωB97M-V/def2-TZVPD.

Element x y z (Å)
C: 0.67999 0.72002 3.97915
C: 1.33459 -0.26115 3.37168
C: 0.95466 -1.74760 3.55349
H: 1.21811 1.72728 4.13947
H: -0.26125 0.86067 4.41671
H: 2.28705 -0.02280 2.82081
H: 0.25997 -2.11493 2.75480
H: 0.89893 -1.89030 4.57299
H: 1.90572 -2.43831 3.20443
C: -1.61523 0.16486 -5.29835
N: -1.50912 1.34366 -5.72231
H: -2.02498 -0.62772 -5.90744
H: -1.03169 0.07672 -4.39571
H: -0.81209 1.76703 -5.18569

As for the molar mass: 71.1 g mol⁻¹. The SMILES is C=CC.C=N.



Entry Q
C4H9N in the gas phase. Source: OMol25; level of theory: ωB97M-V/def2-TZVPD.

Element x y z (Å)
C: -0.76089 0.72307 -1.22943
C: 0.16661 0.53570 -0.11451
C: -0.37363 0.00266 1.21913
N: 0.75164 -0.88509 1.26173
C: 1.08616 -0.62157 -0.30848
H: -1.19319 1.61024 -0.86122
H: -0.10241 0.72535 -2.11763
H: -1.59558 0.05881 -1.42796
H: 0.74858 1.47678 0.04838
H: -0.53463 0.80851 1.86504
H: -1.38957 -0.54045 1.24150
H: 0.51399 -1.85800 1.52256
H: 0.63176 -1.55715 -0.69252
H: 2.05116 -0.47884 -0.40657

As for the molar mass: 71.1 g mol⁻¹. The SMILES is CC1CNC1.



Entry R
C4H9N in the gas phase. Source: OMol25; level of theory: ωB97M-V/def2-TZVPD.

Element x y z (Å)
C: 0.04750 0.49378 -0.97260
C: 0.56650 1.63112 -0.12459
N: 0.48333 -0.81499 -0.77677
C: 0.02052 -1.53181 0.25354
C: -0.90227 -0.84251 1.11027
H: 0.82804 -1.32898 -1.57690
H: 0.04618 0.74267 -2.03105
H: -1.19534 0.04681 0.22103
H: 0.10143 -2.60713 0.19123
H: -0.06941 2.50676 -0.27938
H: 0.55972 1.42266 0.94663
H: 1.58738 1.91400 -0.40410
H: -0.47430 -0.13084 1.81725
H: -1.59928 -1.50155 1.62542

As for the molar mass: 71.1 g mol⁻¹.



Short version: entry Q is the most stable of them.



Entry P
2 unconnected molecules or ions with the total composition C4H9N. Source: OMol25; level of theory: ωB97M-V/def2-TZVPD.

Element x y z (Å)
C: -1.82157 0.92182 -0.42822
C: -1.87062 0.76606 0.89713
C: -1.50114 -0.56835 1.48742
H: -1.60591 1.85573 -0.87415
H: -1.94439 0.06021 -1.11659
H: -1.83809 1.63884 1.58274
H: -0.46883 -0.52924 2.04250
H: -1.40197 -1.27306 0.59042
H: -2.27903 -0.94825 2.22359
C: 2.83462 -0.58666 -1.53762
N: 2.29424 -0.27814 -0.37690
H: 3.94344 -0.35292 -1.57422
H: 2.37851 -1.37861 -2.23993
H: 1.30882 -0.32293 -0.50832

As for the molar mass: 71.1 g mol⁻¹. The SMILES is C=CC.C=N.



Entry Q
C4H9N in the gas phase. Source: OMol25; level of theory: ωB97M-V/def2-TZVPD.

Element x y z (Å)
C: 1.65319 1.09024 -1.08924
C: 0.41852 0.52288 -0.48132
C: 0.38148 -0.18378 0.65669
C: -0.74850 -1.14687 0.84590
N: -1.99691 -0.68827 0.23377
H: 2.30235 1.60036 -0.37398
H: 2.22003 0.44709 -1.75887
H: 1.35439 1.96919 -1.72404
H: -0.44194 0.67110 -1.13783
H: 1.07419 -0.08002 1.48469
H: -0.37979 -2.01213 0.23442
H: -0.93218 -1.34030 1.94430
H: -2.75254 -1.15978 0.71789
H: -2.15229 0.31028 0.44761

As for the molar mass: 71.1 g mol⁻¹. The SMILES is C/C=C/CN.



Entry R
2 unconnected molecules or ions with the total composition C4H9N. Source: OMol25; level of theory: ωB97M-V/def2-TZVPD.

Element x y z (Å)
C: 0.56339 2.25882 -2.20884
N: -0.47498 1.67144 -1.67645
C: -0.05846 0.43902 -1.03546
H: 0.58140 3.35660 -2.43162
H: 1.48737 1.64591 -2.53365
H: 0.96809 0.54076 -0.54453
H: -0.69765 0.40927 -0.09182
H: -0.09953 -0.57522 -1.55042
C: -0.96615 -1.76954 1.71147
C: 0.20900 -1.45012 2.26655
H: -1.63493 -0.86354 1.46337
H: -1.11281 -2.85081 1.35206
H: 0.41162 -0.46790 2.77094
H: 0.82362 -2.34469 2.50839

As for the molar mass: 71.1 g mol⁻¹. The SMILES is C=NC.C=C.



Short version: entry Q is the most stable of them.



Entry P
C4H9N in the gas phase. Source: OMol25; level of theory: ωB97M-V/def2-TZVPD.

Element x y z (Å)
C: -1.93360 -0.41875 -0.93717
C: -0.46764 -0.43950 -0.52056
C: 0.37371 0.25431 0.29145
C: 1.71207 -0.41881 0.42820
N: 0.32033 1.54456 0.77745
H: -2.34369 0.44731 -0.48873
H: -2.03491 -0.59828 -1.97292
H: -2.53060 -1.04067 -0.30000
H: -0.12011 -1.38710 -0.94190
H: 1.72650 -1.31621 1.19619
H: 2.57673 0.11549 0.84048
H: 2.11127 -0.65510 -0.47482
H: -0.43852 2.16961 0.64947
H: 1.04845 1.74314 1.45287

As for the molar mass: 71.1 g mol⁻¹. The SMILES is C/C=C(/C)N.



Entry Q
C4H9N in the gas phase. Source: OMol25; level of theory: ωB97M-V/def2-TZVPD.

Element x y z (Å)
C: -2.35637 -0.29715 0.03370
C: -1.01744 0.53609 0.11466
C: 0.13946 -0.07043 -0.31410
C: 1.46569 0.53772 -0.27442
N: 2.56289 -0.38588 0.14467
H: -2.01939 -1.32701 -0.42059
H: -2.62084 -0.37900 1.13459
H: -3.21414 0.12105 -0.59339
H: -1.17951 1.68881 0.31678
H: 0.06184 -1.14134 -0.71534
H: 1.98442 1.05337 -1.16029
H: 1.47190 1.41022 0.52253
H: 2.14057 -1.46061 -0.18558
H: 2.58094 -0.28586 1.39678

As for the molar mass: 71.1 g mol⁻¹. The SMILES is C/C=C/CN.



Short version: entry P is the most stable of them.